(1)
The following is a DFT calculation (ωB97M-V/def2-TZVPD) of the molecule C2H4N4O.

Positions of all 11 atoms, in Å:
N 1.69 -0.47 0.07
C 0.28 -0.64 -0.11
N -0.60 -1.68 -0.20
N -1.81 -1.48 0.01
O -1.86 0.03 0.04
C -0.56 0.34 -0.14
N -0.56 1.72 -0.13
H 2.28 -0.88 -0.69
H 1.89 -1.04 0.94
H -1.33 2.01 0.52
H 0.59 2.08 -0.30

Output
energy relative to the best compared isomer or geometry (same formula, charge and spin) = 4.143 eV
E = -372.74809 Eh
Kohn-Sham gap = 0.35509 hartree
lowest unoccupied orbital energy = 0.6 eV

(2)
The following is a DFT calculation (ωB97M-V/def2-TZVPD) of the molecule C2H4N4O.

Positions of all 11 atoms, in Å:
H -1.95 -1.13 1.40
N -1.04 -0.84 1.03
C -1.21 -0.11 0.02
O -2.40 0.31 -0.46
N -0.14 0.39 -0.80
N 0.78 -0.86 -1.28
C 1.13 -0.02 -0.42
N 2.15 0.45 0.32
H -2.21 0.80 -1.28
H 2.93 -0.16 0.48
H 1.96 1.17 1.00

Output
energy relative to the best compared isomer or geometry (same formula, charge and spin) = 2.888 eV
E = -372.79421 Eh
Kohn-Sham gap = 0.37386 hartree
lowest unoccupied orbital energy = 0.7 eV

(3)
The following is a DFT calculation (ωB97M-V/def2-TZVPD) of the molecule C2H4N4O2.

Positions of all 12 atoms, in Å:
N -1.96 -1.25 0.09
C -0.67 -0.68 -0.09
N 0.52 -1.26 0.08
C 1.36 -0.15 0.08
O 2.71 -0.18 0.01
N 0.76 1.13 0.01
N -0.57 0.66 -0.15
O -1.70 1.45 -0.04
H -2.74 -0.63 0.12
H -2.14 -2.13 -0.53
H 2.80 0.89 -0.33
H -1.58 1.74 0.90

Output
energy relative to the best compared isomer or geometry (same formula, charge and spin) = 2.202 eV
E = -448.02148 Eh
Kohn-Sham gap = 0.34486 hartree
lowest unoccupied orbital energy = 0.5 eV